A single C4H6N2 molecule in a non-equilibrium geometry, computed with ωB97M-V with the def2-TZVPD basis set.

```
12
C4H6N2 | the Open Molecules 2025 dataset | ωB97M-V with the def2-TZVPD basis set
C -0.928 -0.892 -0.044
C -0.672 1.291 -0.162
C 1.311 0.162 0.467
C 0.497 -0.593 -0.471
H -0.980 -1.412 0.923
H -1.561 -1.436 -0.780
H -0.866 2.389 -0.146
H 0.880 0.256 1.483
H 2.393 0.238 0.424
H 0.902 -1.258 -1.214
N -1.559 0.427 0.162
N 0.584 0.827 -0.643
```

Calculated values
E: -265.46641 a.u.
SMILES string: C1=NC[C@@H]2CN12
Energy above the lowest of the compared OMol25 structures with the same formula, charge and spin: 1.882 eV
Gap between HOMO and LUMO: 10.7 eV